Here is 2 unconnected molecules or ions with the total composition C2HBr3 in a non-equilibrium geometry from OMol25. Energies are from ωB97M-V/def2-TZVPD.

Each line ends with the Löwdin charge.
CARTESIAN COORDINATES (ANGSTROEM)
C (0.93930, 0.12682, 0.21297)  -0.084
C (0.83263, 1.23516, -0.16884)  -0.721
Br (0.45564, 2.93020, -0.75458)  0.726
H (1.13824, -0.54101, 0.97500)  0.014
Br (-1.32359, -2.20511, -1.12754)  0.034
Br (-2.04223, -1.54607, 0.86300)  0.032

Results
Structure (SMILES): C#CBr.BrBr

---

Here is 7 unconnected molecules or ions with the total composition C59H70F3N2O25S2 in a non-equilibrium geometry from OMol25. Energies are from ωB97M-V/def2-TZVPD.

Each line ends with the Löwdin charge.
CARTESIAN COORDINATES (ANGSTROEM)
C (6.47998, 4.30989, 1.04091)  -0.099
C (5.85734, 4.82603, 2.38298)  -0.231
C (4.30690, 4.65450, 2.38658)  -0.218
C (3.79667, 3.63435, 3.43914)  -0.199
C (2.43576, 3.06771, 2.91850)  -0.211
C (1.59565, 2.54397, 4.11108)  -0.193
C (2.25850, 1.22901, 4.66971)  -0.146
C (1.19728, 0.10021, 4.54031)  -0.212
N (1.13114, -0.29114, 3.12350)  -0.168
C (1.90263, -1.55365, 2.82502)  -0.162
C (3.33026, -1.58041, 3.40572)  -0.148
C (4.10225, -2.77295, 2.72432)  -0.202
C (5.27744, -2.19622, 1.89622)  -0.196
C (4.81449, -1.34710, 0.67943)  -0.184
C (5.32356, 0.12692, 0.79072)  -0.198
C (4.45641, 1.13440, -0.01255)  -0.256
C (5.03896, 1.48615, -1.40465)  -0.110
C (-0.17088, -0.48110, 2.67444)  -0.993
S (-0.47023, -0.28793, 1.06140)  0.722
S (-1.56543, -0.96641, 3.72866)  0.928
C (-2.39332, 0.64991, 4.02184)  -0.407
C (-3.09057, 1.17357, 2.73795)  -0.245
C (-2.39703, 2.38902, 2.12629)  -0.156
N (-3.22961, 3.10785, 1.10577)  0.082
C (-3.54608, 2.28524, -0.10758)  -0.046
C (-2.33805, 2.03023, -1.02967)  -0.250
O (-2.72524, 1.00827, -1.93516)  0.018
C (-1.87032, 3.31604, -1.79328)  -0.608
F (-1.32432, 2.96954, -2.92633)  0.210
F (-0.88422, 3.86742, -1.06716)  0.147
F (-2.83251, 4.21510, -1.99670)  0.168
H (7.31026, 4.96067, 0.73066)  0.053
H (5.72372, 4.34177, 0.24678)  0.059
H (6.90417, 3.29985, 1.12783)  0.067
H (6.31918, 4.35435, 3.26000)  0.101
H (6.10559, 5.89483, 2.45164)  0.092
H (3.84426, 5.64382, 2.51035)  0.110
H (3.99181, 4.27103, 1.40349)  0.084
H (4.53515, 2.82452, 3.54122)  0.105
H (3.64593, 4.09945, 4.42398)  0.115
H (2.61306, 2.24272, 2.21562)  0.100
H (1.91775, 3.91311, 2.43779)  0.106
H (1.45733, 3.29713, 4.89671)  0.110
H (0.59376, 2.29137, 3.71065)  0.075
H (3.16922, 1.00101, 4.11296)  0.083
H (2.51580, 1.40708, 5.72335)  0.119
H (1.47399, -0.73640, 5.20399)  0.121
H (0.26718, 0.51320, 4.94043)  0.082
H (2.00001, -1.61065, 1.73280)  0.090
H (1.30054, -2.43094, 3.11992)  0.123
H (3.91036, -0.68015, 3.18991)  0.086
H (3.23392, -1.77457, 4.48225)  0.112
H (3.43474, -3.26693, 2.00906)  0.081
H (4.40972, -3.52641, 3.45588)  0.106
H (5.89319, -3.04428, 1.56734)  0.103
H (5.87036, -1.55929, 2.57263)  0.108
H (5.27991, -1.78571, -0.21738)  0.112
H (3.73050, -1.37032, 0.50088)  0.094
H (5.26117, 0.40543, 1.85253)  0.086
H (6.35326, 0.15859, 0.41296)  0.112
H (4.43670, 2.06642, 0.57542)  0.067
H (3.42205, 0.78857, -0.15848)  0.099
H (4.72170, 0.73650, -2.14252)  0.071
H (4.64053, 2.45252, -1.75241)  0.066
H (6.13025, 1.60256, -1.38637)  0.070
H (-1.65844, 1.41459, 4.32498)  0.066
H (-3.07331, 0.55515, 4.87387)  0.091
H (-4.11824, 1.47293, 3.02399)  0.126
H (-3.19972, 0.32722, 2.04932)  0.084
H (-1.42388, 2.17609, 1.66697)  0.091
H (-2.18501, 3.09050, 2.94880)  0.144
H (-2.68893, 3.92692, 0.80692)  0.180
H (-4.10540, 3.38704, 1.55646)  0.190
H (-3.98082, 1.32896, 0.19908)  0.143
H (-4.33304, 2.79917, -0.67996)  0.138
H (-1.44992, 1.65600, -0.50000)  0.091
H (-2.50789, 0.15072, -1.53826)  0.113
C (9.72448, 8.38824, 0.98313)  0.074
C (10.61169, 8.87241, 0.10540)  -0.236
C (11.78422, 8.05994, -0.35649)  -0.313
O (12.54810, 8.54322, -1.16960)  0.117
C (11.95423, 6.72174, 0.19958)  0.078
C (11.06884, 6.24049, 1.07921)  -0.236
C (9.88272, 7.04281, 1.51987)  -0.316
O (9.09920, 6.54569, 2.30936)  0.094
O (11.18904, 5.02206, 1.61316)  0.110
O (10.50428, 10.09825, -0.40743)  0.115
H (8.87428, 8.96352, 1.32190)  0.136
H (12.81237, 6.15152, -0.12738)  0.138
H (10.42421, 4.91878, 2.21234)  0.119
H (11.26554, 10.20134, -1.01222)  0.123
C (-1.15517, -6.01004, 1.92462)  0.087
C (-1.50737, -4.90267, 2.58268)  -0.225
C (-2.79314, -4.19397, 2.29655)  -0.315
O (-3.07224, -3.19440, 2.94028)  0.004
C (-3.65465, -4.72869, 1.25230)  0.073
C (-3.30654, -5.83845, 0.58462)  -0.227
C (-2.02787, -6.56396, 0.89104)  -0.302
O (-1.75929, -7.57479, 0.27620)  0.130
O (-4.07553, -6.34641, -0.37648)  0.112
O (-0.73058, -4.36477, 3.53765)  0.083
H (-0.22994, -6.53070, 2.12615)  0.120
H (-4.57248, -4.19666, 1.04463)  0.133
H (-3.62333, -7.14826, -0.71607)  0.079
H (-1.21321, -3.57940, 3.86028)  0.061
C (2.90802, -8.66731, 1.37956)  0.084
C (3.03816, -7.40529, 1.79772)  -0.228
C (4.10467, -6.50362, 1.26153)  -0.292
O (4.15766, -5.35485, 1.66950)  0.084
C (5.03293, -7.04410, 0.27908)  0.080
C (4.90901, -8.31003, -0.14072)  -0.233
C (3.82273, -9.20554, 0.37564)  -0.309
O (3.74390, -10.33967, -0.05200)  0.123
O (5.73820, -8.84235, -1.03626)  0.121
O (2.22440, -6.87199, 2.71916)  0.094
H (2.13939, -9.32647, 1.75874)  0.139
H (5.80978, -6.38762, -0.08716)  0.137
H (5.43425, -9.76216, -1.16885)  0.125
H (2.53096, -5.95190, 2.84284)  0.117
C (-5.23800, -12.09118, -1.91420)  0.081
C (-4.95786, -10.84788, -1.50988)  -0.229
C (-3.83188, -10.06163, -2.11072)  -0.291
O (-3.63128, -8.92426, -1.71770)  0.085
C (-3.02099, -10.69556, -3.13809)  0.080
C (-3.29776, -11.94209, -3.54214)  -0.232
C (-4.44024, -12.72067, -2.96162)  -0.310
O (-4.65741, -13.84123, -3.37827)  0.122
O (-2.57852, -12.55771, -4.47772)  0.121
O (-5.66436, -10.23860, -0.55208)  0.115
H (-6.04841, -12.66753, -1.49053)  0.139
H (-2.20169, -10.12350, -3.55015)  0.138
H (-2.98304, -13.44130, -4.58719)  0.125
H (-5.26572, -9.35414, -0.44724)  0.115
C (-7.89197, 2.44959, -5.44629)  0.085
C (-8.01132, 2.92889, -4.20081)  -0.222
C (-6.81543, 3.12489, -3.31879)  -0.309
O (-6.97437, 3.58395, -2.19752)  0.086
C (-5.50825, 2.75446, -3.83488)  0.070
C (-5.38820, 2.27026, -5.07866)  -0.225
C (-6.57966, 2.09943, -5.97522)  -0.310
O (-6.40660, 1.67301, -7.09976)  0.125
O (-4.21222, 1.91517, -5.58696)  0.125
O (-9.19340, 3.25824, -3.68446)  0.083
H (-8.74569, 2.30560, -6.09378)  0.141
H (-4.65764, 2.88431, -3.18270)  0.104
H (-4.39788, 1.60171, -6.49533)  0.128
H (-9.00617, 3.57661, -2.78003)  0.130
C (-12.43593, 7.68448, -5.23652)  0.077
C (-11.58663, 8.19927, -6.13446)  -0.236
C (-10.40192, 7.42568, -6.63047)  -0.315
O (-9.67309, 7.93530, -7.46035)  0.113
C (-10.17641, 6.09124, -6.08634)  0.077
C (-11.02402, 5.57786, -5.18628)  -0.219
C (-12.22304, 6.34198, -4.71054)  -0.312
O (-12.96792, 5.81719, -3.90354)  0.112
O (-10.84946, 4.36211, -4.66339)  0.073
O (-11.74488, 9.42372, -6.63804)  0.116
H (-13.29420, 8.23214, -4.87322)  0.138
H (-9.30941, 5.54955, -6.43916)  0.131
H (-11.59833, 4.23443, -4.04756)  0.129
H (-11.00390, 9.55337, -7.26212)  0.123

Results
Charge: +1

---

no.,HOMO energy (Ha)
1,-0.3671
2,-0.3965